Record 1
C5H5NO | ωB97M-V/def2-TZVPD

Results
LUMO in eV: -1.11
Gap between HOMO and LUMO in eV: 8.84

Geometry as ORCA input:
```
! wB97M-V def2-TZVPD RIJCOSX def2/J DEFGRID3
* xyz 0 1
N -2.520 -0.800 1.303
C -1.720 -0.122 0.817
C -0.700 0.727 0.166
O 0.169 1.203 1.185
C 1.590 0.286 -0.523
C 1.065 -1.078 -0.311
C 0.136 -0.052 -0.838
H -1.224 1.559 -0.325
H 0.925 1.617 0.723
H 1.467 -1.787 -1.032
H 1.004 -1.458 0.709
H -0.192 -0.095 -1.874
*
```

Record 2
C5H5NO2 | ωB97M-V/def2-TZVPD

Results
LUMO in eV: -0.15
SMILES: C#CC(=C)N(O)C=O
Gap between HOMO and LUMO in eV: 8.85

Geometry as ORCA input:
```
! wB97M-V def2-TZVPD RIJCOSX def2/J DEFGRID3
* xyz 0 1
C 0.959 1.414 -0.071
C -0.296 -0.581 0.241
C -0.051 -1.906 0.632
C -1.523 -0.116 -0.309
C -2.779 0.023 -0.367
H 1.726 -1.375 -1.367
H 1.880 1.831 -0.436
H -0.868 -2.575 0.429
H 0.973 -2.156 1.276
H -3.983 -0.195 -0.441
N 0.903 0.168 -0.145
O 2.003 -0.849 -0.404
O 0.008 2.136 0.504
*
```

Record 3
C5H5NO2 | ωB97M-V/def2-TZVPD

Results
LUMO in eV: 0.67
SMILES: C1=C[C@H]2C=NO[C@@H]2O1
Gap between HOMO and LUMO in eV: 9.94

Geometry as ORCA input:
```
! wB97M-V def2-TZVPD RIJCOSX def2/J DEFGRID3
* xyz 0 1
C 1.746 0.593 -0.320
C 0.854 0.062 -1.202
C -0.354 0.051 -0.479
C -1.587 -0.864 -0.164
C 0.172 -0.122 0.935
H 2.682 1.173 -0.584
H 0.914 -0.005 -2.192
H -0.711 1.039 -0.398
H -2.589 -1.022 -0.790
H 0.445 -1.210 1.325
N -1.978 -0.525 1.067
O 1.348 0.658 1.046
O -0.942 0.172 1.756
*
```

Record 4
C5H5NO2 | ωB97M-V/def2-TZVPD

Results
LUMO in eV: 0.84
Gap between HOMO and LUMO in eV: 10.42

Geometry as ORCA input:
```
! wB97M-V def2-TZVPD RIJCOSX def2/J DEFGRID3
* xyz 0 1
C -0.272 -0.444 -1.601
C 0.033 0.326 1.947
C -0.538 -0.231 -0.162
C -1.633 0.176 0.510
C 1.819 0.332 0.820
O -1.265 0.574 1.773
N 0.461 -0.302 0.819
O 2.252 0.915 -0.126
H -2.677 0.185 0.265
H 2.401 -0.042 1.671
H 0.303 -1.369 -1.752
H 0.329 0.376 -2.009
H -1.213 -0.496 -2.154
*
```

Record 5
C5H5NO2 | ωB97M-V/def2-TZVPD

Results
LUMO in eV: 0.66
SMILES: O=C1C[C@H]2ON=C[C@H]12
Gap between HOMO and LUMO in eV: 10.45

Geometry as ORCA input:
```
! wB97M-V def2-TZVPD RIJCOSX def2/J DEFGRID3
* xyz 0 1
C -1.521 -0.220 0.095
C -1.084 1.340 0.123
C 0.266 0.745 -0.312
C 1.179 -1.246 -0.025
C -0.042 -0.525 0.385
H -1.750 2.099 -0.394
H -1.116 1.654 1.176
H 0.177 0.514 -1.419
H 1.527 -2.259 0.023
H -0.044 -0.402 1.455
N 2.166 -0.381 -0.082
O -2.469 -0.856 -0.232
O 1.626 0.918 -0.001
*
```

Record 6
C5H5NO2 | ωB97M-V/def2-TZVPD

Results
LUMO in eV: 0.54
Gap between HOMO and LUMO in eV: 10.15

Geometry as ORCA input:
```
! wB97M-V def2-TZVPD RIJCOSX def2/J DEFGRID3
* xyz 0 1
C 0.580 0.914 -1.091
C 0.343 0.972 0.464
C 0.435 -0.681 -0.704
C -1.043 -0.870 -0.352
C -1.093 0.288 0.611
H 0.630 1.716 1.165
H 1.326 -0.833 1.333
H 1.103 -1.426 -1.229
H -1.739 -1.503 -1.067
H -2.073 0.801 1.023
N 1.249 -0.107 0.458
O 1.169 1.779 -1.782
O -0.887 -1.051 1.171
*
```

Record 7
C5H5NO3S2 | ωB97M-V/def2-TZVPD

Results
LUMO in eV: -0.54
Gap between HOMO and LUMO in eV: 8.57

Geometry as ORCA input:
```
! wB97M-V def2-TZVPD RIJCOSX def2/J DEFGRID3
* xyz 0 1
C 1.146 -1.470 -1.665
C 0.551 -0.160 -1.483
C 0.627 -2.360 -0.789
C -0.330 -0.125 -0.428
C 0.909 1.753 2.349
N 1.417 1.623 3.414
O 0.514 2.183 1.349
O -2.290 0.950 1.059
O -2.377 0.728 -1.792
S -0.406 -1.637 0.442
S -1.305 1.248 0.037
H 1.704 -1.792 -2.436
H 0.699 0.606 -2.361
H 0.832 -3.496 -0.664
H 1.495 0.988 4.295
H -3.184 0.963 -1.328
*
```

Record 8
C5H5NO4S | ωB97M-V/def2-TZVPD

Results
LUMO (alpha / beta) in eV: 6.61 / 6.61
SMILES: O=S(=O)([O-])\C=C/C=C\C=N\[O-]
Gap between HOMO and LUMO (alpha / beta) in eV: 5.95 / 5.95

Geometry as ORCA input:
```
! wB97M-V def2-TZVPD RIJCOSX def2/J DEFGRID3
* xyz -2 1
C -0.329 0.835 0.230
C -0.491 -0.205 1.086
C 0.364 0.688 -1.015
C -0.264 -1.583 0.803
C 1.481 -0.051 -1.097
N 0.508 -2.065 -0.125
O 0.379 -3.311 -0.469
O 3.682 -1.071 0.046
O 3.461 1.294 -0.440
O 2.303 0.355 1.486
S 2.795 0.092 0.133
H -0.788 1.796 0.468
H -0.999 -0.006 2.031
H -0.120 1.087 -1.915
H -0.855 -2.282 1.427
H 1.955 -0.251 -2.046
*
```

Record 9
C5H5NOS | ωB97M-V/def2-TZVPD

Results
LUMO (alpha / beta) in eV: -0.27 / -0.90
Gap between HOMO and LUMO (alpha / beta) in eV: 7.24 / 6.38

Geometry as ORCA input:
```
! wB97M-V def2-TZVPD RIJCOSX def2/J DEFGRID3
* xyz 0 1
C 0.672 1.444 -0.011
C 1.927 0.941 0.016
C -0.242 0.346 -0.003
C 0.558 -0.879 0.023
C -2.820 -0.686 -0.088
N 1.865 -0.431 0.036
O 0.267 -2.065 0.046
S -1.902 0.670 0.079
H 0.396 2.478 -0.038
H 2.862 1.465 0.017
H -3.874 -0.582 0.061
H -2.358 -1.645 -0.228
H 2.651 -1.057 0.088
*
```

Record 10
C5H5NOS | ωB97M-V/def2-TZVPD

Results
LUMO in eV: 0.64
SMILES: N#C[C@@H]1OC=C[C@@H]1S
Gap between HOMO and LUMO in eV: 9.98

Geometry as ORCA input:
```
! wB97M-V def2-TZVPD RIJCOSX def2/J DEFGRID3
* xyz 0 1
C -0.741 -0.416 0.002
C -0.085 -1.008 1.257
C 0.978 -0.286 1.472
C -0.040 0.929 -0.155
C 0.101 1.470 -1.513
H 0.123 -0.740 -2.189
H -1.854 -0.253 0.179
H -0.388 -1.915 1.770
H 1.760 -0.352 2.214
H -0.687 1.613 0.447
N 0.215 1.841 -2.600
O 1.250 0.698 0.545
S -0.634 -1.580 -1.431
*
```

Record 11
C5H5NS | ωB97M-V/def2-TZVPD

Results
LUMO (alpha / beta) in eV: -0.94 / -2.55
Gap between HOMO and LUMO (alpha / beta) in eV: 7.84 / 5.39

Geometry as ORCA input:
```
! wB97M-V def2-TZVPD RIJCOSX def2/J DEFGRID3
* xyz 0 1
C -0.173 1.709 -0.224
C -2.224 1.473 -1.337
C 0.439 0.585 -0.396
C 0.764 -1.590 0.502
C 1.108 -0.612 -0.319
N -1.350 2.174 -0.743
S -2.497 -0.227 -1.423
H 0.149 2.266 0.693
H -2.981 1.981 -1.974
H 1.337 -2.506 0.603
H -0.094 -1.622 1.045
H 1.731 -0.799 -1.133
*
```

Record 12
C5H5NS2 | ωB97M-V/def2-TZVPD

Results
LUMO in eV: -0.58
SMILES: C=CSC(=S)CC#N
Gap between HOMO and LUMO in eV: 8.42

Geometry as ORCA input:
```
! wB97M-V def2-TZVPD RIJCOSX def2/J DEFGRID3
* xyz 0 1
C 2.629 -1.251 0.371
C 1.949 -0.314 -0.436
C -0.431 0.850 0.011
C -2.108 0.886 0.023
C -2.723 -0.437 -0.201
H 3.672 -1.478 0.180
H 2.082 -1.792 1.298
H 2.562 0.190 -1.307
H -2.549 1.297 1.141
H -2.387 1.882 -0.731
N -3.404 -1.383 -0.011
S 0.311 -0.665 -0.319
S 0.396 2.216 -0.019
*
```

Copy entry 11 word for word.
C5H5NS | ωB97M-V/def2-TZVPD

Results
LUMO (alpha / beta) in eV: -0.94 / -2.55
Gap between HOMO and LUMO (alpha / beta) in eV: 7.84 / 5.39

Geometry as ORCA input:
```
! wB97M-V def2-TZVPD RIJCOSX def2/J DEFGRID3
* xyz 0 1
C -0.173 1.709 -0.224
C -2.224 1.473 -1.337
C 0.439 0.585 -0.396
C 0.764 -1.590 0.502
C 1.108 -0.612 -0.319
N -1.350 2.174 -0.743
S -2.497 -0.227 -1.423
H 0.149 2.266 0.693
H -2.981 1.981 -1.974
H 1.337 -2.506 0.603
H -0.094 -1.622 1.045
H 1.731 -0.799 -1.133
*
```